# 1
Molecular formula: C38H61O27S
Method: DFT, wB97M-V/def2-TZVPD

Atoms and positions in Å:
C -1.39 -3.10 -3.59
C -1.01 -3.55 -2.11
C 0.35 -4.29 -2.13
C 0.59 -5.27 -0.92
C 0.09 -4.79 0.46
C 1.04 -3.72 1.13
C 0.60 -2.29 0.69
C 1.37 -1.12 1.43
C 1.49 0.06 0.40
C 2.95 0.46 0.05
C 3.62 -0.45 -1.01
S 3.82 -2.22 -0.53
H -1.50 -2.00 -3.62
H -0.64 -3.47 -4.30
H -2.39 -3.51 -3.81
H -1.83 -4.16 -1.69
H -0.99 -2.62 -1.51
H 0.50 -4.88 -3.05
H 1.17 -3.53 -2.11
H 0.16 -6.25 -1.20
H 1.69 -5.44 -0.86
H 0.08 -5.67 1.14
H -0.93 -4.37 0.46
H 0.94 -3.77 2.22
H 2.08 -3.94 0.82
H 0.78 -2.20 -0.40
H -0.47 -2.15 0.91
H 0.76 -0.84 2.30
H 2.35 -1.47 1.82
H 0.89 -0.11 -0.51
H 1.03 0.95 0.90
H 2.91 1.47 -0.41
H 3.57 0.60 0.96
H 4.65 -0.07 -1.17
H 3.12 -0.44 -2.00
H 2.80 -3.01 -1.02
H 3.98 -2.38 0.82
C -0.69 5.26 0.68
C -1.49 4.44 -0.29
O -1.18 3.10 0.11
C -0.80 3.14 1.40
O -0.63 2.18 2.09
O -0.63 4.41 1.83
H -1.17 6.21 0.92
H 0.33 5.46 0.33
H -2.56 4.61 -0.19
H -1.20 4.62 -1.32
C -1.16 -2.24 4.02
C -1.74 -0.98 4.61
O -2.97 -1.43 5.18
C -2.84 -2.76 5.42
O -3.62 -3.41 6.03
O -1.71 -3.25 4.86
H -0.07 -2.26 4.05
H -1.50 -2.41 3.00
H -1.11 -0.57 5.41
H -1.91 -0.20 3.87
C 8.33 -3.37 -0.99
C 7.39 -2.38 -0.35
O 8.20 -1.22 -0.20
C 9.20 -1.29 -1.11
O 9.94 -0.41 -1.36
O 9.22 -2.52 -1.70
H 7.83 -4.06 -1.66
H 8.90 -3.94 -0.25
H 6.54 -2.14 -0.99
H 7.02 -2.72 0.62
C 3.93 6.66 -1.75
C 3.49 7.24 -0.43
O 2.20 7.77 -0.75
C 1.73 7.09 -1.82
O 0.62 7.17 -2.23
O 2.69 6.31 -2.37
H 4.57 5.78 -1.62
H 4.45 7.38 -2.38
H 3.39 6.49 0.35
H 4.16 8.03 -0.08
C -3.34 -8.67 0.87
C -2.45 -7.89 1.79
O -1.18 -7.97 1.13
C -1.41 -8.19 -0.18
O -0.58 -8.12 -1.03
O -2.71 -8.48 -0.41
H -4.36 -8.30 0.85
H -3.35 -9.74 1.09
H -2.74 -6.85 1.88
H -2.39 -8.33 2.79
C -2.13 -1.86 -7.88
C -3.20 -2.84 -7.50
O -3.77 -2.25 -6.33
C -3.52 -0.92 -6.39
O -3.99 -0.11 -5.67
O -2.65 -0.63 -7.39
H -1.97 -1.82 -8.96
H -1.18 -2.07 -7.39
H -3.98 -2.94 -8.26
H -2.81 -3.83 -7.27
C -5.82 6.96 1.32
C -4.50 7.59 1.69
O -3.63 7.13 0.66
C -4.40 6.82 -0.42
O -3.98 6.56 -1.50
O -5.72 6.84 -0.10
H -6.67 7.57 1.59
H -5.94 5.96 1.74
H -4.54 8.68 1.66
H -4.15 7.27 2.67
C -0.19 11.28 -0.78
C 0.99 10.78 -1.55
O 1.57 11.98 -2.07
C 1.18 13.00 -1.25
O 1.61 14.10 -1.30
O 0.22 12.58 -0.38
H -0.42 10.66 0.09
H -1.09 11.37 -1.40
H 1.73 10.28 -0.92
H 0.71 10.11 -2.36
C -3.18 -5.62 5.13
C -2.51 -5.56 6.47
O -2.27 -6.94 6.77
C -2.24 -7.62 5.59
O -1.91 -8.75 5.47
O -2.65 -6.83 4.57
H -2.95 -4.76 4.51
H -4.27 -5.73 5.21
H -1.55 -5.04 6.43
H -3.13 -5.10 7.24

Properties
HOMO energy ... -12.088 eV
Net charge ... +1
Frontier orbital gap ... 8.263 eV
Molar mass ... 981.95 g mol⁻¹

# 2
Molecular formula: C38H62Cl2KN6O2S2Si3
Method: DFT, wB97M-V/def2-TZVPD

Atoms and positions in Å:
K 0.26 -0.36 -0.45
C -0.86 4.15 -4.21
C -2.24 3.48 -4.16
N -2.15 2.06 -3.90
C -2.10 1.15 -5.02
C -3.47 0.57 -5.37
C -1.99 1.62 -2.63
S -2.15 -0.02 -2.31
N -1.90 2.55 -1.69
C -1.17 2.50 -0.60
O -0.13 1.83 -0.43
C -1.64 3.44 0.46
C -2.25 4.65 0.14
C -2.71 5.48 1.14
C -2.59 5.10 2.47
C -1.97 3.90 2.79
C -1.49 3.08 1.79
H -0.96 5.22 -4.34
H -0.27 3.75 -5.03
H -0.33 3.96 -3.28
H -2.77 3.63 -5.11
H -2.82 3.93 -3.35
H -1.43 0.32 -4.75
H -1.68 1.68 -5.88
H -3.82 -0.03 -4.53
H -3.39 -0.05 -6.26
H -4.19 1.37 -5.55
H -2.35 4.93 -0.90
H -3.18 6.42 0.90
H -2.96 5.74 3.25
H -1.86 3.61 3.83
H -1.00 2.14 2.01
C 1.33 -0.51 -3.97
Si 2.62 -1.68 -3.20
C 3.68 -2.30 -4.69
C 3.81 -0.65 -2.12
C 1.92 -3.07 -2.18
C 2.81 -3.64 -1.18
C 3.89 -4.47 -1.56
C 4.65 -5.08 -0.59
C 4.34 -4.87 0.75
C 3.29 -4.00 1.02
N 2.56 -3.40 0.11
Si 0.43 -4.15 -2.51
C -0.01 -5.21 -1.00
C 0.89 -5.39 -3.92
C -1.15 -3.31 -3.14
H 1.75 0.03 -4.81
H 0.96 0.21 -3.26
H 0.48 -1.07 -4.34
H 4.01 -1.47 -5.31
H 3.12 -2.98 -5.31
H 4.57 -2.82 -4.34
H 4.39 0.06 -2.71
H 4.52 -1.29 -1.60
H 3.28 -0.09 -1.36
H 4.08 -4.62 -2.61
H 5.46 -5.74 -0.87
H 4.88 -5.36 1.53
H 3.01 -3.79 2.05
H 0.83 -5.81 -0.66
H -0.84 -5.88 -1.20
H -0.30 -4.56 -0.18
H 1.76 -5.98 -3.67
H 1.12 -4.85 -4.84
H 0.08 -6.07 -4.14
H -1.57 -2.66 -2.39
H -1.90 -4.06 -3.39
H -0.98 -2.72 -4.04
O -0.66 -2.23 0.23
N -0.74 -1.66 1.39
Cl 3.03 -0.68 5.47
C 3.20 -1.24 3.80
Cl 1.60 -1.43 3.01
H 3.71 -2.20 3.83
H 3.76 -0.48 3.25
C -1.64 -1.06 4.03
Si -2.00 -2.12 2.49
C -2.09 -3.97 2.97
C -3.68 -1.64 1.77
C -3.86 -0.31 1.40
C -5.07 0.14 0.91
C -6.13 -0.74 0.77
C -5.96 -2.08 1.10
C -4.74 -2.52 1.58
H -2.55 -0.85 4.59
H -1.20 -0.11 3.75
H -0.95 -1.56 4.70
H -2.78 -4.13 3.79
H -1.12 -4.34 3.27
H -2.42 -4.56 2.12
H -3.03 0.37 1.50
H -5.18 1.18 0.64
H -7.08 -0.39 0.41
H -6.78 -2.78 0.98
H -4.62 -3.57 1.83
C 2.03 6.16 3.27
C 1.27 4.85 3.09
N 2.03 3.89 2.32
C 2.39 2.66 2.73
S 3.00 1.57 1.63
N 2.26 2.34 4.06
C 3.06 3.00 5.08
C 2.40 2.80 6.44
H 1.48 6.83 3.93
H 2.17 6.65 2.31
H 3.02 5.99 3.71
H 0.33 5.05 2.58
H 1.04 4.40 4.06
H 2.03 4.01 1.32
H 2.29 1.33 4.19
H 3.16 4.06 4.85
H 4.07 2.56 5.10
H 1.44 3.30 6.48
H 3.04 3.20 7.23
H 2.25 1.74 6.62

Properties
HOMO energy (alpha / beta) ... -2.961 / -2.947 eV
Net charge ... -1
Frontier orbital gap (alpha / beta) ... 3.671 / 3.643 eV
Molar mass ... 893.35 g mol⁻¹
Energy relative to the best compared isomer or geometry (same formula, charge and spin) ... 270.9 kJ/mol

# 3
Molecular formula: C38H62N4O13
Method: DFT, wB97M-V/def2-TZVPD

Atoms and positions in Å:
C -6.56 -1.32 2.54
C -5.28 -1.33 1.63
O -5.42 -1.09 0.44
N -3.95 -1.55 2.10
C -3.87 -1.67 3.57
C -3.28 -2.68 1.41
C -1.93 -2.22 0.70
C -1.03 -1.37 1.66
C 0.13 -2.22 2.38
C 1.37 -1.25 2.43
C 1.20 -0.06 3.30
C 2.27 0.89 3.35
C 3.49 0.65 2.55
C 3.68 -0.51 1.71
C 2.57 -1.48 1.65
C 2.73 -2.72 0.69
C 2.24 -2.21 -0.73
O 3.04 -1.09 -1.19
C 2.26 -0.09 -1.76
O 2.27 1.06 -1.44
C 4.58 1.76 2.65
O 5.77 1.54 2.65
C 4.00 3.21 2.79
C 4.75 4.36 2.01
C 3.75 4.78 0.81
N 4.48 5.30 -0.37
N 2.89 3.65 0.38
N 2.84 5.87 1.27
C 2.88 3.44 3.52
C 2.20 2.21 4.20
O 1.68 2.25 5.29
H -7.38 -1.76 1.93
H -6.46 -1.94 3.46
H -6.80 -0.26 2.82
H -2.81 -1.56 3.94
H -4.20 -2.71 3.84
H -4.48 -0.90 4.11
H -2.97 -3.42 2.20
H -3.93 -3.12 0.62
H -1.36 -3.09 0.27
H -2.22 -1.56 -0.16
H -0.49 -0.61 1.03
H -1.59 -0.79 2.44
H -0.16 -2.42 3.45
H 0.35 -3.17 1.85
H 0.25 0.11 3.86
H 4.58 -0.70 1.09
H 3.81 -3.03 0.62
H 2.13 -3.59 1.05
H 1.16 -1.90 -0.68
H 2.37 -3.04 -1.47
H 1.60 -0.40 -2.62
H 4.96 5.24 2.65
H 5.65 3.94 1.50
H 4.81 4.55 -0.98
H 3.83 5.82 -0.97
H 2.07 4.00 -0.13
H 3.36 3.05 -0.31
H 3.21 6.72 0.85
H 2.93 5.96 2.28
H 2.42 4.45 3.64
C -7.25 4.49 4.99
C -7.16 3.85 3.62
O -7.46 2.45 3.69
C -8.71 1.93 3.62
C -9.89 2.85 3.79
O -8.85 0.74 3.49
H -8.25 4.43 5.41
H -6.96 5.54 4.94
H -6.58 3.97 5.69
H -7.79 4.35 2.89
H -6.14 3.92 3.25
H -10.16 2.88 4.85
H -10.73 2.44 3.23
H -9.72 3.85 3.42
C 4.24 -2.08 -4.15
C 4.62 -3.13 -5.18
O 3.50 -3.95 -5.52
C 2.60 -3.65 -6.47
C 2.56 -2.25 -7.02
O 1.80 -4.47 -6.83
H 3.49 -1.40 -4.54
H 5.12 -1.50 -3.85
H 3.82 -2.56 -3.27
H 5.08 -2.70 -6.07
H 5.37 -3.80 -4.75
H 1.87 -1.65 -6.43
H 2.21 -2.29 -8.05
H 3.54 -1.76 -7.05
C 3.48 -6.89 -8.06
C 2.43 -6.78 -9.14
O 3.00 -6.27 -10.36
C 3.58 -7.04 -11.30
C 3.96 -8.46 -10.95
O 3.87 -6.57 -12.37
H 4.27 -7.59 -8.33
H 3.03 -7.21 -7.12
H 3.96 -5.92 -7.90
H 1.91 -7.72 -9.32
H 1.67 -6.06 -8.84
H 4.98 -8.47 -10.56
H 3.92 -9.06 -11.86
H 3.28 -8.93 -10.24
C -0.01 4.67 5.20
C -0.49 5.42 3.98
O -1.59 4.74 3.36
C -2.88 4.92 3.71
C -3.19 5.61 5.01
O -3.76 4.46 3.03
H -0.79 4.62 5.97
H 0.87 5.16 5.64
H 0.26 3.65 4.95
H -0.74 6.46 4.19
H 0.31 5.45 3.23
H -3.25 4.86 5.81
H -4.14 6.11 4.91
H -2.46 6.37 5.29

Properties
HOMO energy ... -8.798 eV
Net charge ... 0
Frontier orbital gap ... 8.290 eV
Structure (SMILES) ... CC(=O)N(C)CCCCc1cc2c(cc1CCOC=O)C(=O)C(CC(N)(N)N)=CC2=O.CCOC(C)=O.CCOC(C)=O.CCOC(C)=O.CCOC(C)=O
Molar mass ... 782.93 g mol⁻¹
Energy relative to the best compared isomer or geometry (same formula, charge and spin) ... 302.2 kJ/mol

# 4
Molecular formula: C38H62N5O13
Method: DFT, wB97M-V/def2-TZVPD

Atoms and positions in Å:
C -2.02 -0.26 -5.14
C -2.83 0.66 -4.26
O -2.42 1.15 -3.24
O -4.10 0.92 -4.71
C -5.09 0.07 -4.10
C -5.87 0.87 -3.03
C -5.41 0.55 -1.61
C -6.50 0.96 -0.56
C -7.01 -0.22 0.32
C -6.54 -0.10 1.79
C -5.50 -1.17 2.17
C -4.16 -0.87 1.49
N -3.46 0.20 2.20
C -2.39 0.72 1.70
N -1.83 0.38 0.51
C -0.41 0.84 0.53
C -0.24 1.47 1.94
C 0.68 2.67 2.08
O 0.93 2.95 3.45
C 0.06 3.88 4.02
C -0.97 3.48 4.86
C -1.82 4.40 5.45
C -1.62 5.76 5.21
C -0.60 6.16 4.37
C 0.25 5.23 3.76
O 0.16 0.41 2.82
C 1.38 0.01 2.64
N 2.43 -0.42 2.43
N -1.64 1.79 2.28
N -2.02 2.91 1.43
C -2.69 3.77 2.03
O -3.36 4.58 2.47
H -1.46 0.34 -5.86
H -2.71 -0.92 -5.67
H -1.35 -0.84 -4.51
H -5.78 -0.22 -4.90
H -4.65 -0.84 -3.68
H -5.73 1.92 -3.28
H -6.92 0.60 -3.15
H -5.18 -0.52 -1.51
H -4.51 1.12 -1.37
H -7.34 1.41 -1.09
H -6.09 1.75 0.07
H -8.10 -0.26 0.30
H -6.61 -1.15 -0.08
H -6.21 0.91 2.04
H -7.41 -0.29 2.43
H -5.35 -1.11 3.25
H -5.87 -2.14 1.86
H -3.52 -1.76 1.39
H -4.34 -0.50 0.48
H -3.80 0.57 3.10
H -1.88 -0.63 0.38
H -0.10 1.44 -0.33
H 0.15 -0.09 0.40
H 0.28 3.57 1.61
H 1.65 2.48 1.62
H -1.12 2.42 5.06
H -2.62 4.06 6.09
H -2.29 6.48 5.68
H -0.45 7.22 4.19
H 1.03 5.58 3.10
O 1.28 -1.43 -6.40
C 1.59 -0.52 -7.12
O 2.55 0.33 -6.72
C 3.14 1.33 -7.55
C 2.31 2.61 -7.55
C 0.87 -0.26 -8.42
H 3.31 0.95 -8.56
H 4.12 1.53 -7.12
H 1.32 2.44 -7.96
H 2.81 3.38 -8.15
H 2.19 2.97 -6.53
H -0.04 0.31 -8.21
H 0.59 -1.21 -8.85
H 1.46 0.27 -9.16
O 7.57 -1.07 -3.50
C 6.40 -1.22 -3.27
O 5.50 -0.85 -4.22
C 4.10 -1.13 -4.12
C 3.38 -0.08 -3.32
C 5.91 -1.72 -1.94
H 3.93 -2.14 -3.74
H 3.73 -1.12 -5.14
H 3.73 -0.05 -2.28
H 2.30 -0.28 -3.31
H 3.55 0.91 -3.75
H 5.86 -0.90 -1.24
H 6.62 -2.45 -1.57
H 4.94 -2.22 -1.98
O -3.55 0.08 5.01
C -2.82 -0.84 5.34
O -3.37 -2.04 5.52
C -2.61 -3.24 5.76
C -2.28 -3.41 7.23
C -1.37 -0.63 5.64
H -1.72 -3.27 5.13
H -3.26 -4.05 5.43
H -1.65 -2.60 7.60
H -1.76 -4.35 7.39
H -3.20 -3.40 7.82
H -1.27 -0.28 6.67
H -0.98 0.13 4.97
H -0.75 -1.52 5.51
O 7.22 -1.55 0.82
C 7.89 -2.49 1.15
O 7.33 -3.72 1.16
C 8.08 -4.92 1.37
C 8.27 -5.22 2.84
C 9.32 -2.32 1.62
H 9.02 -4.89 0.82
H 7.48 -5.71 0.91
H 8.85 -4.44 3.34
H 8.79 -6.17 2.97
H 7.31 -5.27 3.34
H 9.31 -2.05 2.67
H 9.77 -1.51 1.04
H 9.94 -3.20 1.48

Properties
HOMO energy ... -10.900 eV
Net charge ... +1
Frontier orbital gap ... 7.873 eV
Molar mass ... 796.94 g mol⁻¹

> What is the molar mass in the fourth record?

796.94 g mol⁻¹